1.
Formula: C6H86AlBrClO39
Source: the Open Molecules 2025 dataset
Level of theory: ωB97M-V/def2-TZVPD

Calculated values
E_LUMO   1.223 eV
Charge   -1

The geometry in XYZ format:
```
134
Properties=species:S:1:pos:R:3:forces:R:3:mulliken_charge:R:1
H -2.743 -2.614 -7.133 0.0 0.0 0.1 0.295
H -4.610 7.858 5.419 0.0 0.0 -0.1 0.305
H 2.579 7.217 -6.567 0.1 0.0 0.1 0.301
O 2.884 -8.724 -1.743 0.0 -0.1 0.1 -0.647
O 0.020 -0.597 -3.426 -1.5 -1.4 -1.1 -0.572
H 2.619 8.683 -6.166 0.1 0.0 0.0 0.303
C 1.874 0.250 -2.290 -0.3 1.8 -0.5 -0.555
C 0.131 -2.387 1.859 1.8 -1.2 0.5 0.185
H -4.380 2.776 -2.269 0.1 0.0 0.1 0.324
H 3.800 -11.631 0.100 0.0 0.0 -0.1 0.312
H -1.997 4.711 4.767 0.0 0.1 0.0 0.323
H 1.581 -2.616 3.426 0.2 -0.4 -0.1 0.271
O 3.157 -11.789 -0.598 0.0 0.1 0.2 -0.648
H -1.527 5.592 1.041 -0.1 0.0 0.0 0.293
H -1.568 -3.096 4.660 0.0 0.0 -0.1 0.311
O -4.161 -4.978 1.114 -0.1 0.2 -0.3 -0.602
C 1.549 -2.796 2.341 -0.7 1.1 0.1 -1.169
H 2.848 4.809 -3.846 0.1 0.0 0.1 0.238
H -0.580 -3.029 2.393 -0.3 0.4 -0.2 0.158
H -2.390 -5.215 2.767 0.0 0.0 -0.2 0.344
H -2.396 7.954 -2.118 0.0 0.0 0.1 0.303
O -3.529 -8.268 5.420 -0.1 -0.2 0.1 -0.591
H -4.015 6.916 4.384 -0.1 -0.2 0.0 0.321
H -0.551 -1.205 -0.665 -0.2 0.2 0.0 0.353
H 1.778 -3.938 -1.922 0.0 0.0 0.0 0.275
H 2.857 4.899 -2.326 -0.2 0.0 0.0 0.333
H -1.329 0.414 -0.652 0.4 -0.4 0.2 0.550
O -1.419 -3.711 -0.417 -0.3 -0.2 -0.3 -0.472
O -1.707 -2.146 4.757 0.0 -0.2 0.2 -0.639
H -1.529 -2.182 -6.326 0.0 0.1 0.0 0.403
H -1.375 1.979 -8.317 0.0 0.0 0.1 0.300
H -7.181 -4.530 6.068 0.0 -0.1 0.0 0.288
O 2.780 5.617 -0.478 0.0 0.1 0.1 -0.700
H 1.318 6.101 5.244 -0.1 0.0 0.0 0.286
O 0.297 -8.043 0.223 0.2 -0.3 -0.4 -0.468
H 3.015 -10.917 -0.988 0.1 0.0 -0.2 0.346
H -3.167 -9.046 5.856 0.0 0.1 0.0 0.276
H 2.026 3.401 -7.431 0.0 -0.1 0.1 0.281
H -6.362 -3.904 4.949 0.1 -0.1 0.0 0.319
H 2.239 -2.065 1.902 0.1 -0.4 -0.1 0.285
O -6.483 -4.727 5.435 -0.2 0.1 0.0 -0.626
H 1.789 -3.824 2.063 0.0 0.3 0.2 0.165
H -0.868 4.687 0.004 -0.1 -0.2 -0.1 0.319
H 2.997 -7.898 -2.227 0.0 0.0 0.0 0.303
H 2.547 -4.646 -0.813 -0.2 0.0 0.2 0.311
Al 1.238 0.643 -0.356 -0.8 -0.9 0.2 -0.225
H 0.093 -2.632 0.801 -0.3 0.5 0.0 -0.121
O 2.324 0.710 3.457 0.0 0.1 0.2 -0.686
O 2.503 4.374 -3.058 0.1 0.0 -0.1 -0.408
H -4.857 -4.782 1.750 0.2 -0.2 0.2 0.278
H 2.946 7.316 2.206 0.0 0.0 -0.2 0.280
O 1.920 -4.807 -1.528 0.1 0.1 -0.3 -0.607
H 0.586 -6.035 0.402 0.3 -0.2 -0.1 0.306
O -0.451 -10.883 0.527 0.1 -0.2 0.2 -0.546
H 1.724 0.015 3.149 0.1 0.1 -0.3 0.185
O -2.934 4.686 4.530 0.2 0.1 0.1 -0.627
O -4.744 7.536 4.522 0.1 0.0 0.1 -0.637
O -1.632 5.266 0.139 0.1 0.2 0.1 -0.626
H 3.031 3.894 2.892 0.0 0.0 0.0 0.295
H -1.062 -4.558 -0.130 0.0 0.1 0.1 0.194
O -0.003 -1.008 2.144 -0.7 -0.1 0.0 0.412
H 2.190 -8.527 -1.103 -0.1 0.2 0.0 0.366
O 0.916 5.364 4.773 0.0 0.1 0.0 -0.614
C -0.990 -0.375 1.325 0.0 1.5 -0.9 -0.641
H -1.276 -11.214 0.157 0.0 0.2 -0.1 0.276
H -5.242 -5.977 4.263 0.1 0.1 0.1 0.298
O -1.540 -9.356 -2.035 -0.1 -0.1 0.0 -0.579
H 1.505 -6.437 1.535 -0.1 0.0 0.0 0.143
H 1.188 2.196 -7.046 0.0 0.1 0.0 0.337
H 4.873 6.889 -5.046 -0.1 0.1 0.0 0.330
O -4.437 -5.966 3.728 -0.2 -0.1 0.2 -0.570
H 2.360 11.545 1.764 -0.1 0.0 0.0 0.300
H -0.066 -11.642 0.978 0.1 0.1 -0.1 0.291
H 2.326 -0.738 -2.369 -0.2 0.0 0.1 0.288
H -3.727 -6.044 4.378 0.0 -0.1 -0.1 0.303
H 1.692 10.179 1.746 0.0 0.0 0.3 0.364
H 3.547 5.227 -0.041 0.0 0.2 0.1 0.336
H -0.224 0.364 4.099 -0.1 0.0 -0.1 0.209
H -2.961 2.259 2.247 0.0 -0.1 0.0 0.239
H -0.825 -1.772 4.650 -0.1 0.1 -0.1 0.327
H -2.474 -9.228 -2.230 0.1 0.1 0.1 0.290
O -2.199 -2.877 -6.384 0.0 0.0 -0.1 -0.652
H -4.074 -8.622 4.708 0.0 0.2 -0.1 0.313
C -0.580 -0.227 -0.162 0.6 0.2 0.3 -0.406
O 4.530 6.455 -4.257 -0.2 -0.2 0.3 -0.576
H -0.259 -8.406 -0.480 -0.1 -0.1 0.0 0.194
Br 0.060 2.103 -3.784 0.1 0.1 0.1 -0.224
O -1.254 2.080 -7.367 0.1 0.0 -0.1 -0.619
H -3.032 -0.028 -1.761 0.2 -0.1 0.2 0.270
O 1.135 -5.664 1.099 0.1 0.3 0.2 -0.400
H 2.569 1.051 -2.568 0.0 -0.2 0.2 0.463
H 0.032 -0.367 -5.791 -0.1 0.0 0.4 0.392
O 1.504 11.119 1.868 0.1 0.0 -0.1 -0.644
H 0.660 -8.827 0.653 -0.4 -0.1 0.1 0.205
H 6.583 5.562 -5.308 -0.1 0.1 0.1 0.343
H 7.788 6.494 -5.318 0.0 0.0 -0.1 0.296
H 1.746 1.470 3.596 -0.1 -0.1 0.1 0.409
H -1.996 -0.809 1.434 0.3 -0.3 0.2 0.293
O -3.328 0.608 -1.099 -0.3 -0.5 -0.3 -0.578
O 2.536 8.155 1.961 -0.3 0.3 -0.1 -0.634
H -4.317 3.490 -0.930 0.1 -0.1 0.0 0.311
O 2.085 2.450 -7.297 0.0 0.0 -0.1 -0.631
H -1.883 7.232 -0.882 -0.1 -0.1 0.1 0.363
H -1.724 2.696 3.018 0.0 -0.1 0.0 0.306
H 2.220 0.010 0.713 0.5 0.3 -0.2 -0.348
O -4.787 2.789 -1.396 -0.4 0.5 -0.2 -0.656
H -1.142 -5.961 2.312 0.1 0.1 0.0 0.218
H 0.664 -1.264 -6.848 0.0 0.1 -0.1 0.300
O -0.502 1.004 4.769 0.1 0.0 0.1 -0.684
O -2.269 8.070 -1.171 0.1 0.0 -0.1 -0.627
H 4.884 6.977 -3.531 0.0 -0.1 0.0 0.260
O 6.861 6.447 -5.572 0.5 -0.1 -0.2 -0.637
O -2.406 2.013 2.997 -0.2 0.4 0.1 -0.595
O -0.082 -0.671 -6.702 -0.1 -0.1 0.1 -0.749
O -1.449 -5.329 2.971 -0.4 -0.1 0.2 -0.557
H -1.539 -3.810 -1.368 0.0 0.1 0.0 0.266
H -1.445 1.118 4.596 0.1 -0.1 -0.1 0.410
H -4.031 -4.153 0.630 0.2 -0.1 0.0 0.312
H 1.358 5.362 3.910 0.1 -0.2 0.0 0.358
Cl 0.907 2.876 -0.011 0.1 0.1 0.1 -0.198
O 3.183 7.912 -6.286 -0.2 0.2 -0.3 -0.601
H -1.237 -9.981 -2.704 0.1 0.1 0.1 0.291
H -1.069 0.666 1.693 0.0 -0.7 0.1 -0.140
C 0.670 0.339 -3.131 1.8 -0.1 1.0 0.374
O 2.624 4.651 2.451 0.0 0.1 0.1 -0.573
H 4.826 8.147 0.556 -0.1 -0.1 0.1 0.311
H -4.268 0.729 -1.277 0.1 0.3 0.1 0.287
H -0.888 1.230 -7.087 -0.1 -0.1 0.0 0.298
O 5.013 7.277 0.924 0.4 -0.1 -0.1 -0.574
H 2.406 8.074 1.009 0.0 -0.3 0.1 0.326
H 2.086 4.252 1.752 0.0 -0.2 0.0 0.235
H 2.053 5.013 -0.260 0.1 -0.1 -0.3 0.284
H 5.654 7.449 1.623 0.0 0.0 0.0 0.276
H -3.218 3.804 4.797 0.0 0.0 -0.2 0.289
```
Positions in Å, forces in eV/Å.

=====

2.
Formula: C14H58NO14P2
Source: the Open Molecules 2025 dataset
Level of theory: ωB97M-V/def2-TZVPD

Calculated values
E_LUMO   1.614 eV
Charge   -1

The geometry in XYZ format:
```
89
Properties=species:S:1:pos:R:3:forces:R:3:mulliken_charge:R:1
O -2.263 -2.474 3.069 0.1 0.0 0.1 -0.482
O -2.669 -3.291 -3.157 0.0 0.2 -0.3 -0.533
H -3.446 0.627 -0.768 -0.1 0.1 -0.1 0.246
H 6.502 -2.071 -0.374 0.0 0.0 0.0 0.256
H -4.489 2.062 -0.769 0.0 0.0 0.0 0.275
H 3.607 -4.201 -3.296 0.0 0.1 0.0 0.429
H 8.068 0.095 -1.315 0.0 0.0 0.0 0.276
C -4.369 1.049 -0.375 0.0 0.0 -0.3 -0.587
H 2.706 10.304 0.738 0.0 0.0 0.0 0.269
H 10.732 -0.025 1.509 0.0 0.0 0.0 0.243
H -1.110 -5.125 4.254 0.1 0.0 0.0 0.305
H -2.837 3.963 -0.985 0.0 0.0 0.0 0.260
C -2.564 -3.647 2.318 0.1 0.0 -0.2 -0.578
C -1.026 0.735 1.392 0.1 0.0 -0.1 -0.719
H -2.771 -5.756 5.766 0.0 0.0 0.0 0.247
H -0.662 0.255 2.307 0.0 0.0 0.0 0.297
H -5.469 -1.058 4.681 0.0 0.0 0.0 0.330
H -3.720 -1.071 4.364 0.0 0.0 0.1 0.149
H -3.279 -2.590 -3.430 -0.1 -0.1 0.2 0.254
O -2.055 -2.606 -0.841 -0.1 -0.1 0.2 -0.373
H -2.004 8.827 -0.452 0.0 0.0 0.0 0.301
C 3.922 -3.310 -2.744 0.0 0.0 -0.1 -1.256
H -3.181 -2.983 -5.755 0.1 -0.1 0.0 0.334
O 3.559 -2.104 -0.663 0.1 0.1 -0.1 -0.527
H -2.648 3.258 0.622 0.0 0.0 0.0 -0.134
H 1.676 -1.949 -2.988 0.0 0.0 0.1 0.400
C 2.954 -3.029 -1.599 0.0 -0.1 0.0 0.162
C 6.595 -1.047 -0.727 -0.1 -0.1 0.0 -0.615
H -3.307 -4.215 2.876 0.0 0.1 0.0 0.279
H 8.600 -0.974 1.152 -0.1 0.1 -0.1 0.302
H 5.999 -0.955 -1.637 0.0 0.0 0.0 0.299
H 3.604 -1.255 -1.118 -0.1 0.0 0.1 0.344
C 1.598 -2.568 -2.084 0.0 0.0 -0.2 -0.944
O 7.981 -0.803 -0.982 0.1 0.0 0.1 -0.552
H -5.209 0.435 -0.706 0.0 0.0 0.1 0.323
P 0.453 -4.067 -2.471 0.1 -0.1 0.1 -0.269
H 0.430 -3.747 -3.905 0.0 0.0 0.0 -0.029
H -0.814 8.764 0.863 0.0 0.0 0.0 0.251
H 4.938 -3.470 -2.370 -0.1 0.0 0.0 0.299
C 9.771 0.485 1.634 0.0 0.1 0.1 -0.480
H 3.936 -2.473 -3.453 0.0 0.0 0.1 0.307
H -1.790 -0.683 -3.566 0.0 0.0 0.1 0.167
C -4.103 -4.686 -5.750 0.1 -0.1 0.0 -0.470
N -1.215 -1.050 -2.817 -0.1 -0.1 -0.1 -0.745
H -1.581 -1.982 2.598 0.0 -0.1 -0.1 0.228
O -1.927 -0.086 0.672 0.4 -0.6 0.3 -0.255
C -2.236 -6.450 5.112 0.0 -0.1 0.0 -0.536
O -0.606 7.383 -0.689 0.1 -0.1 -0.1 -0.547
H 1.493 11.813 2.086 0.0 0.0 0.0 0.269
O -3.731 -3.469 -6.379 -0.1 0.1 0.1 -0.526
H 0.362 -4.286 -1.014 0.0 0.0 -0.1 -0.103
H -0.526 -5.124 -2.692 0.0 0.0 0.0 0.090
H -1.674 -4.268 2.178 0.0 0.0 0.0 0.291
H 1.953 12.533 0.524 0.0 0.0 0.0 0.276
H -5.019 1.445 1.439 0.0 0.0 0.0 0.255
C 1.390 11.725 1.001 -0.1 0.1 0.0 -0.535
H -4.817 -0.341 3.193 0.0 0.0 0.0 0.031
H -3.859 1.255 4.624 0.0 0.0 0.0 0.299
H 0.338 11.845 0.746 0.0 0.0 0.0 0.205
H -3.329 4.885 0.455 0.0 0.0 0.0 0.321
H -0.357 9.452 -0.706 0.0 0.0 0.0 0.177
O -1.266 4.677 0.191 0.1 0.0 0.0 -0.508
H -1.753 -1.873 -0.284 0.0 0.3 -0.3 0.303
O 8.719 -0.409 1.926 0.1 -0.1 0.0 -0.491
H -0.178 0.914 0.734 0.0 0.0 0.0 0.257
O -4.233 1.056 1.045 -0.3 0.1 0.2 -0.504
P -1.414 -2.544 -2.365 0.1 0.0 0.1 0.640
H -1.476 1.697 1.653 0.0 0.0 0.0 0.105
H -2.959 -3.399 1.331 0.0 -0.1 0.0 0.216
H -2.729 -0.212 1.195 0.0 0.2 0.0 0.212
O -0.969 -5.948 4.732 0.0 0.1 0.0 -0.505
H -2.058 -7.375 5.660 0.0 0.0 0.0 0.253
H -1.181 5.498 -0.311 -0.1 0.1 0.1 0.357
C -0.951 8.678 -0.217 -0.1 0.0 0.0 -0.528
C -4.639 -0.493 4.261 0.0 0.0 0.0 -0.263
H -2.864 -6.681 4.246 0.0 0.0 0.0 0.244
H 2.828 -3.949 -1.010 0.0 0.1 0.0 0.266
H 6.201 -0.379 0.041 0.0 0.0 0.0 0.332
O -4.590 0.739 4.978 0.0 0.1 -0.1 -0.546
H -3.227 -5.242 -5.413 0.0 0.0 0.0 0.230
H 0.323 7.226 -0.493 0.0 0.0 0.0 0.259
H 9.855 1.169 2.478 0.0 0.0 0.0 0.228
C -2.583 4.187 0.056 0.0 -0.1 0.0 -0.187
H 9.577 1.075 0.732 0.0 0.0 0.0 0.199
H -4.643 -5.271 -6.495 0.0 0.0 0.0 0.257
H -4.755 -4.525 -4.887 0.0 0.0 0.0 0.215
O 1.779 10.448 0.527 0.1 -0.1 0.0 -0.469
H 1.113 -1.970 -1.304 0.0 -0.1 0.0 0.098
H 1.568 -4.999 -2.607 0.0 0.0 0.0 0.074
```
Positions in Å, forces in eV/Å.

=====

3.
Formula: C15H19BrPbSi
Source: the Open Molecules 2025 dataset
Level of theory: ωB97M-V/def2-TZVPD

Calculated values
E_LUMO (spin up / spin down)   -0.789 / -0.789 eV
Charge   0

The geometry in XYZ format:
```
37
Properties=species:S:1:pos:R:3:forces:R:3:mulliken_charge:R:1
H 1.372 -1.199 3.950 0.4 -0.1 -0.1 0.271
C -1.166 -1.584 -3.161 2.0 2.3 -1.6 -0.619
H -2.154 -0.234 1.575 0.6 0.0 1.2 0.663
C 1.034 0.145 1.011 4.5 -1.3 4.5 0.545
C -3.499 -0.979 -1.416 -0.6 1.8 3.2 -0.668
Pb -1.301 -0.219 -1.275 1.5 -0.4 1.8 1.552
H 1.383 0.449 -2.365 1.1 0.6 0.5 0.705
H -3.790 -1.593 -2.201 -0.4 -0.9 -1.2 0.703
H 4.050 1.355 0.811 0.2 -0.4 0.2 0.279
H -0.711 1.748 -3.429 -0.1 1.4 -0.1 0.523
H -1.689 -2.485 -3.198 -0.7 -1.2 -0.1 0.566
H 4.232 -0.436 0.901 0.1 0.4 0.2 0.285
H -3.871 1.107 -2.166 -0.5 0.9 -1.1 0.590
H 4.830 0.600 2.251 -0.2 0.0 -0.4 0.301
H 1.065 1.832 3.796 0.4 0.2 -0.1 0.270
C 4.044 0.482 1.485 -0.1 0.0 -0.2 -0.931
C 2.051 1.909 3.306 -0.1 0.0 0.0 -0.913
Br -0.213 2.026 -0.429 0.0 5.8 -0.6 -0.475
C -0.630 0.718 -3.301 0.9 -3.4 -1.0 -0.678
H -2.697 -2.415 0.106 0.2 -1.3 0.4 0.573
H -2.930 1.921 0.197 0.2 1.2 0.4 0.667
H 2.060 2.780 2.630 -0.1 -0.2 0.4 0.286
H 2.549 -2.042 2.876 -0.1 0.3 0.3 0.266
C -3.044 0.929 -0.103 -1.6 -3.1 0.1 -0.647
C -2.923 -1.428 -0.147 -2.1 2.5 -0.1 -0.859
C 0.193 0.021 0.189 -1.2 -1.5 -1.1 -0.952
H 0.797 -2.158 -2.275 0.8 -0.9 0.5 0.548
H 3.144 -1.008 4.228 -0.3 -0.2 -0.2 0.292
C -1.669 -0.268 -3.578 3.6 -1.0 -0.4 -0.719
C 0.191 -1.405 -2.672 -0.8 1.8 -2.4 -0.597
H 2.837 2.028 4.073 -0.4 0.0 -0.2 0.301
C 2.359 -1.126 3.461 0.0 -0.1 0.0 -0.915
H -2.608 -0.068 -3.972 -1.4 0.3 -0.5 0.686
C 0.514 0.005 -2.732 -1.4 -1.5 -3.1 -0.617
C -3.545 0.488 -1.395 -0.4 -2.0 2.9 -0.670
C -2.639 -0.244 0.652 -3.4 0.2 -1.5 -0.652
Si 2.374 0.353 2.317 -0.6 -0.1 -0.6 0.039
```
Positions in Å, forces in eV/Å.